Computed, not measured: 3 unconnected molecules or ions with the total composition C3H11NO3S in a non-equilibrium geometry, with the ωB97M-V functional and the def2-TZVPD basis.

For the frontier orbital gap, the calculation gives 4.91 eV. The strongest force on any atom comes out at 2.4 eV/A. For the energy above the lowest of the compared OMol25 structures with the same formula, charge and spin, the calculation gives 156.6 kcal per mole. Its charge is 0.

Positions of all 19 atoms, in Å:
O1 0.9705 0.6632 -1.8038
C1 1.2871 1.0912 -0.5683
C2 0.0216 0.7523 0.1177
C3 0.1562 0.0366 1.5619
S1 -1.3706 0.1230 2.3981
N1 -0.9294 1.8299 0.0312
H1 1.4923 2.1228 -0.5543
H2 -0.4443 -0.1162 -0.4021
H3 0.8508 0.6098 2.1908
H4 0.4030 -1.0056 1.3788
H5 -1.8713 -1.5405 0.9710
H6 -1.0368 2.0617 -0.9560
H7 -1.8253 1.5779 0.4798
H8 2.1298 0.5407 -0.1509
H9 1.2957 -0.6270 -1.6301
O2 1.4729 -1.6160 -1.2074
H10 1.9155 -2.0097 -1.9745
H11 -2.5662 -2.6113 0.0399
O3 -1.9517 -1.8827 0.0782

These are the Mulliken partial charges, in e, on atoms 1 to 6: O -0.60; C -1.04; C 0.65; C -0.75; S -0.22; N -0.57

Computed, not measured: 3 unconnected molecules or ions with the total composition C3H11NO3S in a non-equilibrium geometry, with the ωB97M-V functional and the def2-TZVPD basis.

As for the SMILES: O=CNCCS.O.O. For the frontier orbital gap, the calculation gives 9.78 eV. The strongest force on any atom comes out at 11.0 eV/A. For the energy above the lowest of the compared OMol25 structures with the same formula, charge and spin, the calculation gives 70.0 kcal per mole. Its charge is 0.

Positions of all 19 atoms, in Å:
O1 -1.6138 2.9273 -0.0109
C1 -1.1563 1.9697 0.5310
N1 -1.5732 0.5372 0.3187
C2 -0.6748 -0.5842 0.5942
C3 0.8457 -0.4837 -0.1505
S1 1.9028 -1.9242 -0.0039
H1 -0.2589 1.9166 1.3245
H2 -1.9416 0.4415 -0.6718
H3 -1.2442 -1.4638 0.2610
H4 -0.6968 -0.9170 1.6810
H5 1.2576 0.4980 0.3498
H6 0.7553 -0.2555 -1.1786
H7 3.1210 -1.4504 -0.1279
O2 1.3154 2.5715 -0.1684
H8 2.1713 3.1362 -0.2628
H9 0.5758 2.9546 0.0105
O3 -1.1544 -3.3038 -0.4989
H10 -1.3908 -3.0803 -1.4504
H11 -0.2403 -3.4899 -0.5465

These are the Mulliken partial charges, in e, on atoms 1 to 6: O -0.50; C 0.10; N -0.29; C -0.81; C -0.25; S -0.31

Computed, not measured: 2 unconnected molecules or ions with the total composition C3H11NO4P2S2 in a non-equilibrium geometry, with the ωB97M-V functional and the def2-TZVPD basis.

As for the SMILES: CC(C)=NP(O)(O)=S.OP(O)S. For the frontier orbital gap, the calculation gives 9.32 eV. The strongest force on any atom comes out at 2.6 eV/A. Its charge is 0.

Positions of all 23 atoms, in Å:
C1 -2.2063 -1.2949 -0.4487
C2 -1.0614 -0.7578 0.2815
C3 -0.2640 -1.8613 0.9905
N1 -0.6687 0.4486 0.3683
P1 -1.6947 1.7222 -0.1204
O1 -1.4665 1.6765 -1.7195
O2 -0.7725 2.9649 0.3767
S1 -3.5934 1.6536 0.0707
H1 -2.7796 -2.0219 0.2749
H2 -2.9256 -0.4582 -0.7717
H3 -1.7492 -1.8795 -1.3031
H4 0.4307 -2.4305 0.2746
H5 -0.9967 -2.5101 1.4816
H6 0.4163 -1.2555 1.7056
H7 -0.5183 1.8572 -1.8701
H8 -1.0564 3.8007 0.0104
O3 2.3474 2.2708 -2.1650
P2 1.6939 1.5590 -0.8153
O4 2.4932 2.4190 0.3501
S2 3.0600 -0.2489 -0.6702
H9 2.9442 2.9577 -1.8572
H10 2.1475 2.1930 1.2195
H11 4.0047 0.5347 -0.1857

These are the Mulliken partial charges, in e, on atoms 1 to 6: C -0.87; C 0.71; C -1.17; N -0.27; P 0.40; O -0.47

Computed, not measured: 2 unconnected molecules or ions with the total composition C3H11NOS in a non-equilibrium geometry, with the ωB97M-V functional and the def2-TZVPD basis.

As for the SMILES: C[C@@H](N)CS.O. For the frontier orbital gap, the calculation gives 9.56 eV. The strongest force on any atom comes out at 3.6 eV/A. For the energy above the lowest of the compared OMol25 structures with the same formula, charge and spin, the calculation gives 18.6 kcal per mole. Its charge is 0.

Positions of all 17 atoms, in Å:
C1 -1.1577 1.4918 -1.1571
C2 -0.2441 0.4219 -0.5557
N1 0.4539 0.8423 0.6491
C3 -1.0871 -0.8139 -0.3802
S1 -0.2475 -2.4180 0.0311
H1 -1.4721 1.0539 -2.1018
H2 -0.7952 2.5074 -1.2193
H3 -2.0431 1.6079 -0.5030
H4 0.5111 0.1625 -1.3160
H5 0.2058 1.7729 0.9222
H6 0.4306 0.1186 1.3510
H7 -1.6786 -0.5694 0.5353
H8 -1.9707 -1.0438 -0.9740
H9 0.9443 -1.8665 -0.1210
O1 2.4082 -1.2906 1.6755
H10 3.3106 -1.5785 1.8433
H11 2.4318 -0.3984 1.3207

These are the Mulliken partial charges, in e, on atoms 1 to 6: C -1.48; C 0.33; N -0.50; C -0.88; S -0.17; H 0.39

Computed, not measured: 2 unconnected molecules or ions with the total composition C3H11NOS in a non-equilibrium geometry, with the ωB97M-V functional and the def2-TZVPD basis.

As for the SMILES: CNCCS.O. For the frontier orbital gap, the calculation gives 9.03 eV. The strongest force on any atom comes out at 3.6 eV/A. For the energy above the lowest of the compared OMol25 structures with the same formula, charge and spin, the calculation gives 62.7 kcal per mole. Its charge is 0.

Positions of all 17 atoms, in Å:
C1 -1.1028 -0.4343 1.2582
N1 -0.1931 0.0794 0.1706
C2 0.5199 -0.8808 -0.6466
C3 1.3231 -0.2712 -1.7951
S1 2.1914 -1.5622 -2.8685
H1 -2.0436 -0.7656 0.8502
H2 -0.7148 -1.3995 1.6666
H3 -1.2634 0.3480 2.0340
H4 -0.5170 0.9489 -0.2098
H5 -0.1546 -1.5192 -1.2370
H6 1.2384 -1.4317 -0.0628
H7 2.0273 0.4961 -1.4769
H8 0.7259 0.1102 -2.5677
H9 3.3731 -2.0507 -3.2957
O1 -2.1826 2.6160 2.6409
H10 -1.3198 2.4620 2.2210
H11 -1.9074 3.2548 3.3188

These are the Mulliken partial charges, in e, on atoms 1 to 6: C -0.72; N -0.26; C -0.37; C -0.73; S -0.37; H 0.29

Computed, not measured: 2 unconnected molecules or ions with the total composition C3H11NOS in a non-equilibrium geometry, with the ωB97M-V functional and the def2-TZVPD basis.

As for the SMILES: CNCCS.O. For the frontier orbital gap, the calculation gives 9.76 eV. The strongest force on any atom comes out at 3.9 eV/A. For the energy above the lowest of the compared OMol25 structures with the same formula, charge and spin, the calculation gives 45.2 kcal per mole. Its charge is 0.

Positions of all 17 atoms, in Å:
C1 -1.9002 -0.1461 -0.4979
N1 -0.5226 -0.6611 -0.3201
C2 0.2338 -0.0466 0.7404
C3 1.6103 -0.6212 0.8718
S1 1.9529 -0.7466 2.7454
H1 -1.9095 0.7795 0.1888
H2 -2.6987 -0.8372 0.0477
H3 -2.2889 0.3258 -1.4713
H4 -0.5896 -1.6192 -0.0089
H5 0.2835 1.0839 0.6558
H6 -0.4064 -0.0019 1.7569
H7 1.8292 -1.6087 0.4057
H8 2.4075 0.0921 0.5385
H9 2.4056 0.5155 2.8850
O1 0.1903 1.1325 -2.8639
H10 -0.3491 1.6099 -3.5513
H11 -0.2481 0.7495 -2.1227

These are the Mulliken partial charges, in e, on atoms 1 to 6: C -0.77; N -0.45; C -0.51; C -0.65; S -0.24; H 0.30

Computed, not measured: 3 unconnected molecules or ions with the total composition C3H11NOS in a non-equilibrium geometry, with the ωB97M-V functional and the def2-TZVPD basis.

For the frontier orbital gap, the calculation gives 7.51 eV. The strongest force on any atom comes out at 3.6 eV/A. For the energy above the lowest of the compared OMol25 structures with the same formula, charge and spin, the calculation gives 96.6 kcal per mole. Its charge is 0.

Positions of all 17 atoms, in Å:
C1 -1.0696 0.0139 1.3964
O1 -1.6506 -0.8679 2.3687
C2 -1.7480 -0.2695 0.0684
N1 -1.4192 0.8052 -0.8910
H1 0.0156 -0.1704 1.2559
H2 -1.1899 1.0527 1.7392
H3 -1.0299 -0.8917 3.0914
H4 -1.3306 -1.2418 -0.2038
H5 -2.8416 -0.3690 0.2036
H6 0.8380 1.0442 -0.0682
H7 -1.9810 0.7148 -1.7212
H8 -0.4821 0.5315 -1.2381
C3 2.9248 0.0161 -1.2491
S1 1.3749 -0.8610 -0.9040
H9 2.6586 0.8422 -1.9321
H10 3.2744 0.3476 -0.2685
H11 3.6563 -0.6971 -1.6479

These are the Mulliken partial charges, in e, on atoms 1 to 6: C -0.27; O -0.51; C -0.39; N -0.61; H 0.19; H 0.26

Computed, not measured: 3 unconnected molecules or ions with the total composition C3H11NOS in a non-equilibrium geometry, with the ωB97M-V functional and the def2-TZVPD basis.

For the frontier orbital gap, the calculation gives 8.65 eV. The strongest force on any atom comes out at 4.0 eV/A. For the energy above the lowest of the compared OMol25 structures with the same formula, charge and spin, the calculation gives 69.0 kcal per mole. Its charge is 0.

Positions of all 17 atoms, in Å:
C1 -1.2102 -1.0687 -0.4314
C2 0.0843 -0.4312 0.0580
C3 0.3610 -0.1983 1.5342
S1 2.1352 0.4105 1.6627
N1 -1.1892 -1.1887 -1.9346
H1 -1.9643 -0.3153 -0.2333
H2 -1.3410 -2.0660 0.0905
H3 0.9285 -1.0042 -0.3479
H4 0.1379 0.5762 -0.4299
H5 0.2834 -1.1742 2.0414
H6 -0.2426 0.5894 1.9120
H7 2.1536 0.5383 -0.2963
H8 -2.1341 -1.0651 -2.2771
H9 -0.8051 -2.0411 -2.3247
H10 0.6328 3.6007 0.3627
H11 1.4920 2.1770 0.4540
O1 0.6779 2.6606 0.1598

These are the Mulliken partial charges, in e, on atoms 1 to 6: C -0.62; C -0.86; C -0.28; S -0.30; N -0.54; H 0.36

Computed, not measured: 2 unconnected molecules or ions with the total composition C3H11NOS2 in a non-equilibrium geometry, with the ωB97M-V functional and the def2-TZVPD basis.

As for the SMILES: CNCCSS.O. For the frontier orbital gap, the calculation gives 9.23 eV. The strongest force on any atom comes out at 1.8 eV/A. For the energy above the lowest of the compared OMol25 structures with the same formula, charge and spin, the calculation gives 26.8 kcal per mole. Its charge is 0.

Positions of all 18 atoms, in Å:
C1 -1.5858 -2.1139 0.7213
N1 -0.4257 -1.7277 -0.1164
C2 -0.4665 -0.2602 -0.3215
C3 0.8521 0.4348 -0.0737
S1 1.5663 -0.0084 1.5307
S2 0.5567 1.2151 2.9539
H1 -2.4734 -1.7064 0.2333
H2 -1.8964 -3.1675 0.8861
H3 -1.3310 -1.7315 1.7043
H4 -0.3477 -2.1326 -1.0349
H5 -1.1239 0.1192 0.4764
H6 -1.0437 0.0011 -1.2637
H7 1.6630 0.2261 -0.8191
H8 0.6575 1.5133 -0.0820
H9 -0.0473 0.1361 3.3244
O1 1.6067 2.6837 -2.7425
H10 2.1735 3.0607 -2.0535
H11 1.6657 3.4577 -3.3232

These are the Mulliken partial charges, in e, on atoms 1 to 6: C -0.73; N -0.32; C -0.68; C -0.46; S -0.09; S -0.20

Computed, not measured: 2 unconnected molecules or ions with the total composition C3H11NOS2 in a non-equilibrium geometry, with the ωB97M-V functional and the def2-TZVPD basis.

As for the SMILES: C[C@@H](N)CSS.O. For the frontier orbital gap, the calculation gives 8.46 eV. The strongest force on any atom comes out at 4.5 eV/A. For the energy above the lowest of the compared OMol25 structures with the same formula, charge and spin, the calculation gives 50.0 kcal per mole. Its charge is 0.

Positions of all 18 atoms, in Å:
C1 0.8579 -0.6204 -0.0548
C2 0.2109 0.7716 -0.0077
N1 1.0928 1.7522 -0.5900
C3 -1.1861 0.7620 -0.8676
S1 -2.1421 -0.6531 -0.2804
S2 -1.5628 -2.3975 -1.1821
H1 1.9809 -0.3171 -0.0956
H2 0.8077 -1.2099 0.9084
H3 0.9089 -1.3990 -0.9782
H4 -0.0854 0.8622 1.0273
H5 0.4337 2.4697 -0.8947
H6 1.6948 1.5673 -1.3744
H7 -1.7957 1.7046 -0.7268
H8 -1.0057 0.7651 -2.0113
H9 -0.8208 -2.1830 -2.2791
O1 0.1667 -0.5360 3.5005
H10 -0.2096 -0.0901 2.8049
H11 0.6538 -1.2486 3.1016

These are the Mulliken partial charges, in e, on atoms 1 to 6: C -1.05; C 0.89; N -0.69; C -0.93; S -0.04; S -0.21

Computed, not measured: 2 unconnected molecules or ions with the total composition C3H11NOS2 in a non-equilibrium geometry, with the ωB97M-V functional and the def2-TZVPD basis.

As for the SMILES: NCCCSS.O. For the frontier orbital gap, the calculation gives 9.27 eV. The strongest force on any atom comes out at 1.1 eV/A. For the energy above the lowest of the compared OMol25 structures with the same formula, charge and spin, the calculation gives 5.9 kcal per mole. Its charge is 0.

Positions of all 18 atoms, in Å:
N1 2.4382 -1.2631 1.1374
C1 1.6100 -0.6197 0.1291
C2 0.3004 -0.1380 0.7376
C3 -0.4579 0.8106 -0.1951
S1 0.2552 2.4680 -0.1887
S2 -1.2526 3.5147 -1.1191
H1 3.2736 -1.7175 0.8044
H2 2.6746 -0.6118 1.8706
H3 1.3559 -1.3066 -0.6839
H4 2.1372 0.2105 -0.3654
H5 0.4723 0.4094 1.6732
H6 -0.3079 -0.9980 0.9969
H7 -1.5028 0.8124 0.1237
H8 -0.4313 0.4218 -1.2144
H9 -1.5527 4.3567 -0.1273
O1 -3.2093 -1.9658 -0.9031
H10 -2.2637 -2.1530 -0.9057
H11 -3.5392 -2.2304 -1.7701

These are the Mulliken partial charges, in e, on atoms 1 to 6: N -0.58; C -0.37; C -0.76; C -0.56; S -0.08; S -0.23

Computed, not measured: 2 unconnected molecules or ions with the total composition C3H11NOS2 in a non-equilibrium geometry, with the ωB97M-V functional and the def2-TZVPD basis.

As for the SMILES: CSSCCN.O. For the frontier orbital gap, the calculation gives 6.36 eV. The strongest force on any atom comes out at 5.5 eV/A. For the energy above the lowest of the compared OMol25 structures with the same formula, charge and spin, the calculation gives 92.1 kcal per mole. Its charge is 0.

Positions of all 18 atoms, in Å:
C1 -0.5527 -0.0397 2.8635
S1 0.6912 1.0436 2.2065
S2 1.5393 -0.1928 0.7956
C2 2.0180 -1.0562 -0.9850
C3 0.5439 -0.7298 -1.7575
N1 0.3868 0.7388 -1.9270
H1 -0.0902 -0.6282 3.6442
H2 -0.7812 -0.7285 2.0389
H3 -1.4310 0.5635 3.1562
H4 2.8812 -0.5077 -1.2769
H5 2.2014 -2.1381 -0.7385
H6 0.8168 -1.0678 -2.7787
H7 -0.4286 -1.1398 -1.2384
H8 1.1103 0.9549 -2.5705
H9 0.7615 1.1580 -1.1356
O1 -3.5421 1.0879 -0.0247
H10 -2.7625 0.9634 0.5265
H11 -3.3621 1.7186 -0.7986

These are the Mulliken partial charges, in e, on atoms 1 to 6: C -0.76; S -0.01; S -0.31; C -0.49; C -0.41; N -0.52

| no. | HOMO level (eV) |
| --- | --- |
| 1 | -9.218 |
| 2 | -9.216 |
| 3 | -9.046 |
| 4 | -8.664 |
| 5 | -8.709 |
| 6 | -8.940 |
| 7 | -9.177 |
| 8 | -9.238 |
| 9 | -8.669 |
| 10 | -8.138 |
| 11 | -8.673 |
| 12 | -7.802 |